Below is C37H37N5O4S3Ti as an isolated structure, with properties calculated with ωB97M-V/def2-TZVPD.

As for the frontier orbital gap (spin up / spin down): 7.49 / 7.63 eV. For the lowest unoccupied orbital energy (spin up / spin down), the calculation gives -7.71 / -7.57 eV. The spin multiplicity is 2. As for the expectation value of S²: 0.75. Its total charge is +3.

Positions of all 87 atoms, in Å:
Ti: -0.02000 -0.11640 0.01160
N: 1.60620 -0.15410 1.88650
N: 1.38070 0.77910 2.91080
C: 0.27760 1.55430 2.91690
N: 0.03540 2.34650 3.95120
S: -0.77990 1.58120 1.59190
H: 1.52240 -1.11400 2.24530
H: 2.55640 -0.04300 1.51580
H: 1.98360 0.76260 3.73320
H: 0.62400 2.39550 4.76900
H: -0.79610 2.92270 3.93520
C: -1.92930 -3.20270 2.95410
O: -1.99900 -3.35040 1.52700
C: -1.39010 -2.49780 0.76470
O: -0.71530 -1.52810 1.18050
N: -1.51120 -2.73840 -0.55560
N: -0.78770 -1.92700 -1.45080
H: -2.52770 -4.01480 3.36080
H: -2.34750 -2.24320 3.25750
H: -0.89770 -3.29960 3.29160
H: -2.04970 -3.54040 -0.87750
H: -1.42460 -1.50950 -2.14020
H: -0.08850 -2.48920 -1.95020
C: 6.67360 -1.57210 -5.45410
C: 5.51250 -1.27460 -4.57520
C: 5.66940 -0.97670 -3.22020
C: 4.59630 -0.61030 -2.42890
C: 3.33230 -0.56970 -2.99810
C: 3.14130 -0.90660 -4.33800
C: 4.22400 -1.25590 -5.11450
S: 1.85410 0.13240 -2.28510
O: 1.68270 -0.31080 -0.79360
C: 2.46460 1.82020 -2.10590
C: 3.31460 2.20370 -1.06030
C: 3.67030 3.52270 -0.94880
C: 3.16750 4.49430 -1.84110
C: 3.46980 5.86400 -1.69340
C: 2.91180 6.79380 -2.52920
C: 2.03520 6.39690 -3.55360
C: 1.73050 5.07710 -3.73620
C: 2.28930 4.09660 -2.89150
C: 1.96160 2.72710 -3.01480
C: 0.93570 2.22900 -3.95420
C: 1.14580 2.04120 -5.33700
C: 2.37250 2.35390 -5.96240
C: 2.54540 2.11090 -7.29640
C: 1.50580 1.55210 -8.06000
C: 0.30530 1.23520 -7.48050
C: 0.08690 1.46950 -6.10670
C: -1.13270 1.13220 -5.47570
C: -1.31350 1.31660 -4.13060
C: -0.26460 1.85900 -3.38200
S: -0.28570 2.00940 -1.59520
O: -1.18670 0.81500 -1.15430
C: -1.02690 3.62020 -1.38400
C: -2.01120 4.20950 -2.16560
C: -2.23310 5.57000 -2.04330
C: -1.47530 6.36260 -1.17850
C: -1.66210 7.83560 -1.10580
C: -0.50030 5.74180 -0.39370
C: -0.27280 4.38840 -0.49520
H: 7.59580 -1.66500 -4.89100
H: 6.79740 -0.76890 -6.18060
H: 6.50370 -2.48490 -6.02100
H: 6.65420 -1.01640 -2.78110
H: 4.74330 -0.36450 -1.38840
H: 2.14680 -0.86520 -4.75880
H: 4.07800 -1.51210 -6.15180
H: 3.66920 1.46140 -0.36090
H: 4.33430 3.84870 -0.16170
H: 4.15050 6.16440 -0.91120
H: 3.14690 7.83910 -2.40970
H: 1.61100 7.14500 -4.20350
H: 1.05560 4.77070 -4.52120
H: 3.16370 2.78430 -5.36570
H: 3.48590 2.34710 -7.77060
H: 1.66570 1.37190 -9.11140
H: -0.48720 0.80200 -8.07130
H: -1.93150 0.71770 -6.07340
H: -2.23540 1.05320 -3.63570
H: -2.58820 3.62590 -2.86600
H: -2.99790 6.03320 -2.64760
H: -2.55770 8.15610 -1.62650
H: -0.80750 8.34080 -1.55610
H: -1.71810 8.17100 -0.07270
H: 0.09290 6.33160 0.28720
H: 0.50490 3.90130 0.08200

Atom charges from the Löwdin analysis, given in e for atoms 1 to 4: 0.7963 0.0141 -0.0308 -0.7354

---

Below is C37H37N6O2PtS as an isolated structure, with properties calculated with ωB97M-V/def2-TZVPD.

As for the frontier orbital gap (spin up / spin down): 5.65 / 5.65 eV. For the lowest unoccupied orbital energy (spin up / spin down), the calculation gives -4.19 / -4.18 eV. Its total charge is +1.

Positions of all 84 atoms, in Å:
Pt: -0.09029 -0.04712 0.05403
C: 2.19019 0.00238 -3.35428
C: 0.77899 0.19709 -3.90687
C: -0.29956 -0.62306 -3.16598
N: -0.92273 0.02459 -2.03654
C: -2.02072 0.75244 -2.12697
C: -2.59433 1.09170 -3.37511
C: -3.83901 1.61970 -3.67255
C: -4.77393 2.21348 -2.84067
C: -4.66732 2.43597 -1.47303
C: -3.72312 1.92893 -0.60158
C: -2.63697 1.07200 -0.83105
N: -2.04759 0.46740 0.20638
C: -2.77431 -0.31639 1.16080
C: -3.08363 -1.67031 0.50341
C: -1.91118 -2.64889 0.48626
N: -0.66622 -2.17293 -0.07652
C: 0.38424 -2.96997 -0.16214
C: 0.29961 -4.32468 0.23770
C: 1.12993 -5.40880 0.04481
C: 2.31067 -5.49161 -0.67354
C: 2.98514 -4.43242 -1.26392
C: 2.70472 -3.08582 -1.21544
C: 1.63581 -2.35111 -0.63664
N: 1.68489 -1.04604 -0.50569
C: 2.79791 -0.18909 -0.85753
C: 2.40168 0.72733 -2.01810
H: 2.90479 0.37562 -4.08916
H: 2.37212 -1.06900 -3.24285
H: 0.77657 -0.11641 -4.95236
H: 0.51634 1.25725 -3.87723
H: 0.15347 -1.54533 -2.79198
H: -1.06954 -0.92385 -3.88472
H: -1.99329 0.82900 -4.23477
H: -4.10279 1.59468 -4.72375
H: -5.67877 2.56651 -3.31699
H: -5.45842 3.03021 -1.03411
H: -3.86200 2.17384 0.44505
H: -3.72211 0.15814 1.44261
H: -2.17188 -0.44977 2.06169
H: -3.44309 -1.48670 -0.51192
H: -3.89218 -2.15327 1.05666
H: -2.24395 -3.53155 -0.07185
H: -1.72756 -2.95053 1.52499
H: -0.58898 -4.54952 0.80851
H: 0.78462 -6.34278 0.47189
H: 2.74983 -6.47455 -0.77748
H: 3.88411 -4.70180 -1.80657
H: 3.44916 -2.47870 -1.71121
H: 3.71715 -0.72409 -1.10084
H: 3.00058 0.43314 0.02283
H: 3.16002 1.50689 -2.11761
H: 1.46730 1.20561 -1.72958
O: 2.11388 -0.79007 3.81374
S: 0.86383 -0.82378 3.11316
O: 0.57937 -1.99189 2.32035
N: 0.70184 0.44484 2.07392
C: 1.28568 1.66295 2.26259
C: 2.02274 2.05952 3.37422
C: 2.66367 3.30013 3.42050
C: 2.56954 4.19206 2.38411
C: 1.78495 3.86816 1.26188
C: 1.62041 4.73782 0.16382
C: 0.83237 4.35898 -0.89142
C: 0.21858 3.10200 -0.85195
N: 0.37436 2.25842 0.14500
C: 1.13646 2.60723 1.20228
C: -0.47861 -0.64962 4.28813
C: -1.47622 -1.61005 4.25447
C: -2.53749 -1.53897 5.14315
C: -2.57023 -0.52604 6.09024
C: -1.54363 0.40593 6.14890
C: -0.50325 0.36199 5.23357
H: 2.15010 1.37156 4.19215
H: 3.25335 3.55139 4.29133
H: 3.09081 5.13861 2.40319
H: 2.11360 5.70105 0.17495
H: 0.67467 5.01099 -1.73807
H: -0.43564 2.78806 -1.65565
H: -1.38581 -2.41961 3.54579
H: -3.31920 -2.28526 5.10513
H: -3.39211 -0.47155 6.79030
H: -1.54387 1.16320 6.91946
H: 0.28404 1.09956 5.27076

Atom charges from the Löwdin analysis, given in e for atoms 1 to 4: 1.5358 -0.1794 -0.1697 -0.2002

---

Below is C37H38AsNSSiW as an isolated structure, with properties calculated with ωB97M-V/def2-TZVPD.

As for the frontier orbital gap (spin up / spin down): 5.80 / 6.34 eV. For the lowest unoccupied orbital energy (spin up / spin down), the calculation gives -7.53 / -7.43 eV. The spin multiplicity is 3. As for the expectation value of S²: 2.04. Its total charge is +2.

Positions of all 80 atoms, in Å:
W: -0.33689 0.17084 -1.20278
C: 1.34651 -0.00347 0.26746
Si: 1.97913 1.59452 -0.49650
C: 0.47877 2.73142 -0.02903
N: -0.96951 2.16608 -0.30853
C: -1.75505 3.17615 -1.14693
C: -2.06222 4.62517 -0.52854
C: -1.74357 4.72501 1.00057
C: -1.84423 3.39747 1.81885
C: -1.69110 2.08251 1.02845
C: 3.69892 2.10933 0.09039
C: 3.85451 3.04817 1.14051
C: 5.17695 3.51526 1.40434
C: 6.25348 3.04235 0.71342
C: 6.12559 1.95413 -0.20088
C: 4.84658 1.42630 -0.39400
C: 1.24447 1.26657 -2.27707
C: 1.23449 -0.06279 -2.82300
C: 0.52139 -0.31478 -4.03216
C: 0.23604 0.76991 -4.89883
C: 0.38124 2.07778 -4.39340
C: 0.81292 2.32114 -3.10673
H: 1.09014 0.08036 1.33102
H: 2.07347 -0.78654 0.19649
H: 0.54361 3.66241 -0.58716
H: 0.57179 2.99916 1.01448
H: -2.71677 2.64375 -1.26889
H: -1.31263 3.32945 -2.17135
H: -3.13681 4.86902 -0.70118
H: -1.45545 5.38315 -1.13007
H: -2.43343 5.44257 1.42347
H: -0.74763 5.17667 1.20895
H: -2.77253 3.26414 2.33378
H: -1.05231 3.39397 2.59360
H: -2.71686 1.72807 0.71255
H: -1.32179 1.31779 1.70974
H: 3.00258 3.44996 1.68648
H: 5.34668 4.29657 2.19731
H: 7.23784 3.39468 0.98889
H: 6.95748 1.47132 -0.70864
H: 4.79967 0.50163 -0.99733
H: 1.92479 -0.85964 -2.45750
H: 0.23083 -1.34528 -4.30988
H: -0.12363 0.57387 -5.88164
H: 0.13502 2.98322 -4.95412
H: 1.05185 3.36830 -2.86203
S: -2.24428 -0.56376 -2.29844
C: -3.16791 -1.64730 -1.19356
C: -4.52321 -1.91496 -1.47973
C: -5.23157 -2.93944 -0.83007
C: -4.70772 -3.53316 0.30003
C: -3.37267 -3.22746 0.67375
C: -2.64387 -2.30767 -0.07419
As: -0.76227 -1.91525 0.19558
C: 0.09601 -3.58733 -0.20009
C: 0.57302 -3.73789 -1.49078
C: 1.52593 -4.70161 -1.84302
C: 1.91153 -5.60447 -0.84009
C: 1.40100 -5.56904 0.41632
C: 0.46882 -4.56144 0.73961
C: -0.81966 -1.82881 2.15813
C: 0.31649 -2.23279 2.84322
C: 0.26606 -2.50418 4.19611
C: -0.93302 -2.29137 4.88380
C: -2.00762 -1.69956 4.23980
C: -1.93338 -1.43763 2.88385
H: -4.92955 -1.32778 -2.27707
H: -6.21432 -3.31886 -1.17209
H: -5.27717 -4.25089 0.92558
H: -2.88238 -3.80047 1.46485
H: 0.12608 -3.09890 -2.27260
H: 1.92352 -4.72492 -2.84125
H: 2.69948 -6.31749 -1.11153
H: 1.76416 -6.23072 1.21018
H: 0.01459 -4.51729 1.74358
H: 1.23919 -2.49080 2.33209
H: 1.14375 -2.95405 4.65609
H: -0.95804 -2.65583 5.92932
H: -2.96200 -1.52522 4.74880
H: -2.86331 -1.13930 2.39125

Atom charges from the Löwdin analysis, given in e for atoms 1 to 4: 1.1397 -0.3450 0.6811 -0.1935

---

Below is C37H38BrF5GeN2O6PbS as an isolated structure, with properties calculated with ωB97M-V/def2-TZVPD.

As for the frontier orbital gap (spin up / spin down): 8.43 / 7.25 eV. For the lowest unoccupied orbital energy (spin up / spin down), the calculation gives -2.81 / -3.94 eV. The spin multiplicity is 2. As for the expectation value of S²: 0.76. Its total charge is +1.

Positions of all 92 atoms, in Å:
Pb: -0.53062 -0.81831 0.59926
C: 4.68236 1.44593 -2.28466
C: 3.55479 0.67014 -2.94788
C: 4.00889 -0.72569 -3.31472
C: 3.00820 1.42977 -4.14047
O: 2.53350 0.49824 -1.89405
Ge: 0.98628 1.21558 -1.62726
O: 0.75710 1.44541 0.08659
C: 1.74626 1.91362 1.09111
C: 2.96393 1.00940 1.09858
C: 0.99097 1.83570 2.40416
C: 2.10627 3.34850 0.75750
O: 0.33896 2.13401 -2.91565
C: -0.34212 3.44160 -3.00548
C: -1.67126 3.13591 -3.66670
C: -0.51316 4.05608 -1.63494
C: 0.55209 4.29606 -3.88595
H: 5.51292 1.57494 -2.98057
H: 5.05144 0.91365 -1.40802
H: 4.34350 2.43881 -1.98090
H: 4.80830 -0.67013 -4.05537
H: 3.19062 -1.29857 -3.73931
H: 4.38952 -1.24719 -2.43581
H: 3.78360 1.47969 -4.90690
H: 2.73678 2.45205 -3.87377
H: 2.13316 0.94844 -4.57468
H: 2.67290 -0.03234 1.25667
H: 3.62433 1.30280 1.91655
H: 3.52475 1.07852 0.17085
H: 0.76634 0.80089 2.67110
H: 0.05670 2.39537 2.34375
H: 1.60388 2.25076 3.20544
H: 2.59258 3.41610 -0.22171
H: 2.80933 3.73960 1.49390
H: 1.21803 3.97757 0.75770
H: -2.28828 2.50925 -3.02000
H: -1.51831 2.62942 -4.61837
H: -2.20985 4.06741 -3.84926
H: -1.07118 3.40715 -0.95983
H: -1.06592 4.99262 -1.72350
H: 0.46114 4.29129 -1.20413
H: 0.71225 3.81683 -4.85210
H: 1.51977 4.46300 -3.40880
H: 0.08863 5.26919 -4.05753
S: -1.14442 -1.72303 5.68073
C: -2.54822 -0.80715 5.24567
C: -3.60080 -0.38195 6.05261
C: -4.60194 0.35987 5.46277
C: -4.55755 0.67817 4.09884
C: -3.51710 0.25296 3.30194
C: -2.50064 -0.50776 3.88172
N: -1.38456 -1.01299 3.22237
C: -0.60351 -1.65183 4.04015
C: 0.68547 -2.27148 3.65668
C: 1.47191 -2.92837 4.60674
C: 2.69234 -3.48472 4.25364
C: 3.15553 -3.40667 2.94954
C: 2.39032 -2.76830 1.97213
C: 1.19839 -2.23594 2.37340
H: -3.63179 -0.62178 7.10670
H: -5.43139 0.70718 6.06403
H: -5.35023 1.27363 3.66567
H: -3.47039 0.51336 2.25825
H: 1.13283 -3.00899 5.63295
H: 3.28499 -3.98771 5.00523
H: 4.10756 -3.84794 2.68382
H: 2.72568 -2.71548 0.94377
Br: -2.24883 -4.05515 0.79545
C: -3.38653 -2.70339 0.12188
C: -4.66284 -3.00853 -0.31696
C: -5.43508 -1.96392 -0.80275
C: -4.91790 -0.67586 -0.82718
C: -3.63489 -0.47525 -0.35786
N: -2.88863 -1.48202 0.10793
C: -3.00405 0.91126 -0.31813
O: -3.63296 1.84286 -0.77830
O: -1.83971 0.97777 0.24586
H: -5.03063 -4.02287 -0.27992
H: -6.43760 -2.15944 -1.15955
H: -5.47555 0.17365 -1.19361
F: 1.84650 -4.27611 -5.17617
C: 1.38593 -3.32264 -4.37987
C: 1.45188 -3.46000 -3.00507
F: 1.97687 -4.55119 -2.46044
C: 0.98180 -2.44386 -2.20002
F: 1.06281 -2.62140 -0.86556
C: 0.44177 -1.25549 -2.68403
O: -0.11710 -0.34024 -1.82429
C: 0.36138 -1.16291 -4.07460
F: -0.24003 -0.13622 -4.66154
C: 0.83502 -2.16940 -4.90513
F: 0.74073 -2.02183 -6.22035

Atom charges from the Löwdin analysis, given in e for atoms 1 to 4: 1.5633 -0.0269 -0.6056 -0.0050

---

Relative energy (zero: lowest compared OMol25 entry of this formula, charge and spin) list, top to bottom, in kJ/mol: 83.28, 208.99, 0.00, 0.00